(1)
DFT (ωB97M-V/def2-TZVPD) results for a molecular structure, C51H56Ge2InNO2S4.

The value obtained for the HOMO energy is -8.50 eV. The energy relative to the best compared isomer or geometry (same formula, charge and spin) comes out at 0.0000 eV. Its gap between HOMO and LUMO is 8.88 eV.

```
! wB97M-V def2-TZVPD RIJCOSX def2/J DEFGRID3
* xyz 0 1
In 0.066 3.328 0.074
N 0.210 3.268 2.361
C 0.442 4.629 2.919
C -0.582 5.630 2.367
C -0.151 6.233 1.027
O -0.130 7.437 0.878
O 0.230 5.365 0.098
H -0.659 2.884 2.706
H 0.941 2.617 2.629
H 1.447 4.931 2.630
H 0.401 4.610 4.004
H -0.733 6.451 3.057
H -1.545 5.124 2.223
C 0.650 -2.188 -6.436
C 1.341 -2.039 -5.102
C 2.284 -1.041 -4.892
C 2.959 -0.910 -3.681
C 4.013 0.166 -3.527
C 2.647 -1.794 -2.633
C 1.691 -2.801 -2.824
C 1.305 -3.744 -1.706
C 1.064 -2.913 -4.059
C 3.392 -1.707 -1.331
C 4.498 -2.540 -1.167
C 5.261 -2.494 -0.012
C 4.923 -1.617 1.008
C 3.814 -0.784 0.892
C 3.038 -0.829 -0.289
Ge 1.473 0.347 -0.473
S 2.112 2.448 -0.828
S -0.079 -0.204 -1.987
Ge -1.547 0.406 -0.403
S -2.151 2.544 -0.509
S 0.008 0.370 1.255
C -3.084 -0.796 -0.215
C -3.453 -1.324 1.032
C -4.542 -2.192 1.099
C -5.269 -2.513 -0.039
C -4.913 -1.971 -1.267
C -3.821 -1.115 -1.374
C -3.432 -0.565 -2.716
C -3.878 0.698 -3.133
C -4.877 1.504 -2.333
C -3.418 1.199 -4.352
C -2.558 0.476 -5.164
C -2.043 1.045 -6.465
C -2.186 -0.804 -4.763
C -2.622 -1.346 -3.563
C -2.243 -2.759 -3.181
C -2.763 -0.970 2.320
C -3.097 0.203 3.008
C -4.110 1.190 2.472
C -2.465 0.472 4.227
C -1.549 -0.405 4.786
C -0.919 -0.129 6.132
C -1.235 -1.567 4.084
C -1.811 -1.855 2.856
C -1.377 -3.081 2.086
C 3.474 0.110 2.053
C 4.021 1.398 2.152
C 5.044 1.915 1.167
C 3.657 2.199 3.237
C 2.804 1.741 4.234
C 2.459 2.607 5.425
C 2.319 0.439 4.145
C 2.661 -0.394 3.085
C 2.183 -1.827 3.062
H 0.698 -1.261 -7.012
H -0.401 -2.461 -6.309
H 1.120 -2.976 -7.032
H 2.516 -0.349 -5.701
H 4.306 0.558 -4.504
H 4.905 -0.213 -3.024
H 3.640 1.009 -2.940
H 1.457 -3.289 -0.726
H 1.899 -4.663 -1.739
H 0.253 -4.024 -1.795
H 0.321 -3.697 -4.199
H 4.760 -3.220 -1.972
H 6.123 -3.146 0.096
H 5.516 -1.580 1.918
H -4.828 -2.595 2.065
H -6.122 -3.181 0.033
H -5.478 -2.216 -2.162
H -4.813 1.300 -1.266
H -5.897 1.263 -2.651
H -4.720 2.572 -2.484
H -3.741 2.191 -4.667
H -2.334 2.090 -6.582
H -2.436 0.485 -7.319
H -0.952 0.988 -6.507
H -1.523 -1.390 -5.397
H -1.624 -3.210 -3.959
H -3.133 -3.377 -3.043
H -1.679 -2.782 -2.244
H -4.815 0.720 1.786
H -3.617 1.997 1.922
H -4.678 1.642 3.290
H -2.729 1.382 4.767
H -1.119 0.892 6.463
H 0.165 -0.274 6.100
H -1.311 -0.810 6.893
H -0.507 -2.262 4.501
H -0.486 -3.524 2.538
H -1.144 -2.823 1.048
H -2.162 -3.841 2.059
H 4.964 1.427 0.198
H 6.056 1.734 1.547
H 4.925 2.987 1.016
H 4.073 3.203 3.311
H 2.615 3.667 5.208
H 3.091 2.351 6.280
H 1.421 2.462 5.737
H 1.670 0.057 4.931
H 1.727 -2.092 4.018
H 3.008 -2.514 2.865
H 1.433 -1.979 2.281
*
```

(2)
DFT (ωB97M-V/def2-TZVPD) results for 2 unconnected molecules or ions with the total composition C31H21BF6O2S in a non-equilibrium geometry.

The value obtained for the HOMO energy is -8.33 eV. The energy relative to the best compared isomer or geometry (same formula, charge and spin) comes out at 0.0000 eV. Its structure (SMILES) is Fc1cccc([C@@H](B2Oc3ccccc3O2)c2cc(F)cc(F)c2)c1.Cc1ccc(-c2ccc(C(F)(F)F)cc2)s1. Its gap between HOMO and LUMO is 8.15 eV.

```
! wB97M-V def2-TZVPD RIJCOSX def2/J DEFGRID3
* xyz 0 1
F 3.181 2.469 1.766
C 2.542 1.271 1.991
C 3.232 0.275 2.679
C 2.569 -0.937 2.823
F 3.211 -1.979 3.454
C 1.277 -1.154 2.350
C 0.588 -0.113 1.710
C -0.822 -0.287 1.217
C -1.591 -1.380 1.941
C -2.185 -2.455 1.285
C -2.768 -3.499 2.006
C -2.820 -3.464 3.402
C -2.275 -2.350 4.036
F -2.352 -2.264 5.406
C -1.679 -1.302 3.340
C 1.239 1.114 1.529
H 4.233 0.428 3.069
H 0.802 -2.124 2.503
H -0.919 -0.318 0.126
H -2.177 -2.461 0.190
H -3.199 -4.342 1.464
H -3.275 -4.258 3.987
H -1.251 -0.463 3.887
H 0.733 1.928 1.012
C -1.794 -0.022 -2.849
C -0.613 -0.665 -2.239
C 0.615 -0.077 -1.965
C 1.498 -0.941 -1.263
C 0.927 -2.164 -0.927
B -1.747 1.051 1.816
C 1.595 -3.302 -0.329
C 0.895 -4.499 -0.072
C 1.552 -5.617 0.416
C 2.926 -5.549 0.635
C 3.649 -6.753 1.168
F 4.951 -6.800 0.755
F 3.665 -6.754 2.541
F 3.064 -7.923 0.774
C 3.643 -4.384 0.407
C 2.983 -3.259 -0.061
O -1.417 2.076 2.693
C -2.500 2.939 2.670
C -3.480 2.425 1.805
C -4.590 3.157 1.450
C -4.686 4.463 1.959
C -3.692 4.987 2.788
C -2.583 4.214 3.176
O -3.025 1.255 1.249
S -0.621 -2.319 -1.746
H -1.471 0.767 -3.534
H -2.382 -0.765 -3.399
H -2.435 0.428 -2.078
H 0.849 0.944 -2.259
H 2.510 -0.669 -0.984
H -0.179 -4.553 -0.263
H 1.009 -6.539 0.605
H 4.719 -4.361 0.572
H 3.549 -2.347 -0.253
H -5.338 2.735 0.782
H -5.555 5.069 1.694
H -3.773 6.015 3.145
H -1.802 4.595 3.831
*
```

(3)
DFT (ωB97M-V/def2-TZVPD) results for 2 unconnected molecules or ions with the total composition C3H2F2O2 in a non-equilibrium geometry.

The value obtained for the HOMO energy is -10.25 eV. The energy relative to the best compared isomer or geometry (same formula, charge and spin) comes out at 0.6759 eV. Its structure (SMILES) is F/C=C/F.O=C=O. Its gap between HOMO and LUMO is 10.83 eV.

```
! wB97M-V def2-TZVPD RIJCOSX def2/J DEFGRID3
* xyz 0 1
C 2.735 0.494 0.310
C -1.534 0.386 -0.057
C -1.060 -0.796 -0.269
O 3.408 -0.384 0.101
O 1.969 1.363 0.415
F -2.395 0.357 1.013
F -0.116 -1.065 -1.246
H -1.755 1.302 -0.622
H -1.252 -1.656 0.355
*
```

(4)
DFT (ωB97M-V/def2-TZVPD) results for 3 unconnected molecules or ions with the total composition C10H16Br2O6 in a non-equilibrium geometry.

The value obtained for the HOMO energy is -10.28 eV. The energy relative to the best compared isomer or geometry (same formula, charge and spin) comes out at 0.8746 eV. Its structure (SMILES) is C[C@H]1COC(=O)O1.C[C@H]1COC(=O)O1.BrCCBr. Its gap between HOMO and LUMO is 10.86 eV.

```
! wB97M-V def2-TZVPD RIJCOSX def2/J DEFGRID3
* xyz 0 1
Br 16.230 18.231 2.519
C 17.591 19.262 3.429
C 17.911 18.599 4.788
Br 18.983 19.755 5.957
H 17.255 20.286 3.591
H 18.495 19.406 2.837
H 18.460 17.689 4.548
H 17.030 18.256 5.331
C 13.790 23.037 -0.025
C 13.921 22.645 -1.485
C 14.058 23.770 -2.489
O 15.350 23.570 -3.166
C 15.997 22.568 -2.667
O 17.205 22.284 -2.997
O 15.232 22.100 -1.693
H 13.601 22.200 0.648
H 12.964 23.747 -0.007
H 14.699 23.582 0.229
H 13.243 21.855 -1.806
H 14.065 24.734 -1.980
H 13.244 23.713 -3.211
C 19.002 14.442 10.757
C 17.499 14.040 10.753
C 16.813 14.129 12.105
O 15.628 14.853 11.815
C 15.747 15.450 10.610
O 14.937 16.264 10.143
O 16.859 15.048 9.956
H 19.665 13.809 11.348
H 19.172 15.459 11.111
H 19.437 14.455 9.758
H 17.366 13.052 10.311
H 17.378 14.673 12.862
H 16.540 13.107 12.371
*
```

(5)
DFT (ωB97M-V/def2-TZVPD) results for a molecular structure, C19H44HgNO2P2 in a non-equilibrium geometry.

The value obtained for the HOMO energy is -9.14 eV. The energy relative to the best compared isomer or geometry (same formula, charge and spin) comes out at 0.0000 eV. Its gap between HOMO and LUMO is 6.77 eV.

```
! wB97M-V def2-TZVPD RIJCOSX def2/J DEFGRID3
* xyz 1 1
Hg -0.107 -0.142 0.208
P -2.152 -0.005 -1.024
P 1.436 -0.130 2.087
N -1.572 -1.186 1.776
C -3.383 -0.348 0.313
H -4.177 0.422 0.241
H -3.831 -1.337 0.082
C -2.821 -0.397 1.743
H -2.644 0.622 2.126
H -3.540 -0.897 2.414
C -0.880 -1.424 3.061
H -0.389 -2.409 2.978
H -1.637 -1.442 3.857
C 0.189 -0.358 3.409
H 0.745 -0.649 4.320
H -0.266 0.639 3.585
C 2.574 1.280 2.434
C 2.170 2.617 1.778
H 1.330 3.085 2.303
H 1.921 2.523 0.710
H 3.031 3.296 1.840
C 2.426 -1.680 1.964
C 3.361 -1.675 0.731
H 3.339 -2.654 0.240
H 4.403 -1.484 1.023
H 3.074 -0.943 -0.044
C -2.295 -1.349 -2.276
C -1.661 -0.923 -3.610
H -1.449 -1.822 -4.203
H -0.702 -0.391 -3.491
H -2.357 -0.292 -4.179
C -2.645 1.602 -1.767
C -1.595 2.203 -2.713
H -1.859 3.258 -2.866
H -1.603 1.714 -3.699
H -0.574 2.171 -2.303
C -0.675 2.012 0.868
O -0.968 3.103 1.152
C 3.168 -1.930 3.302
H 3.123 -1.075 3.995
H 2.720 -2.788 3.812
H 4.219 -2.165 3.103
C -3.789 -1.727 -2.395
H -4.053 -1.827 -3.452
H -3.991 -2.663 -1.852
H -4.454 -0.963 -1.970
C -4.028 1.457 -2.422
H -4.332 2.442 -2.788
H -4.001 0.761 -3.273
H -4.781 1.125 -1.694
C 4.014 0.905 2.059
H 4.097 0.689 0.983
H 4.666 1.755 2.285
H 4.357 0.035 2.636
H 2.464 1.376 3.533
H -2.717 2.260 -0.883
H 1.662 -2.459 1.804
H -1.712 -2.186 -1.849
H -1.599 -2.036 1.190
H 0.404 -1.779 -0.339
C 3.029 0.382 -2.764
C 1.560 0.317 -2.390
O 1.409 1.229 -1.239
H 3.266 1.463 -2.849
H 3.202 -0.139 -3.716
H 3.667 -0.057 -1.962
H 0.883 0.689 -3.158
H 1.238 -0.718 -2.167
H 2.092 1.018 -0.612
*
```

(6)
DFT (ωB97M-V/def2-TZVPD) results for 2 unconnected molecules or ions with the total composition CH6N2S.

The value obtained for the HOMO energy is -6.97 eV. The energy relative to the best compared isomer or geometry (same formula, charge and spin) comes out at 1.1396 eV. Its gap between HOMO and LUMO is 7.02 eV.

```
! wB97M-V def2-TZVPD RIJCOSX def2/J DEFGRID3
* xyz 0 1
S 1.696 0.159 1.007
H 2.488 0.858 1.820
N -0.763 -1.234 -0.028
C -0.359 -0.240 -0.797
N -0.824 0.990 -0.638
H -1.026 -0.958 0.913
H -0.154 -2.045 -0.016
H 0.319 -0.443 -1.615
H -0.195 1.730 -0.940
H -1.184 1.184 0.293
*
```

(7)
DFT (ωB97M-V/def2-TZVPD) results for 2 unconnected molecules or ions with the total composition C5H9F2NO2 in a non-equilibrium geometry.

The value obtained for the HOMO energy is -8.46 eV. The energy relative to the best compared isomer or geometry (same formula, charge and spin) comes out at 2.7770 eV. Its gap between HOMO and LUMO is 9.04 eV.

```
! wB97M-V def2-TZVPD RIJCOSX def2/J DEFGRID3
* xyz 0 1
C 0.585 1.501 -0.702
C -1.425 -0.637 -1.211
C 0.843 2.413 1.777
C -0.377 -1.125 -0.300
C 0.437 2.646 0.340
N -0.116 -2.526 -0.320
O 1.920 1.349 -0.727
O 0.296 -0.373 0.383
F -0.890 3.029 0.467
F 0.971 3.767 -0.179
H -2.171 -1.416 -1.668
H -0.850 -0.210 -1.974
H -2.013 0.286 -0.682
H 1.907 1.966 1.941
H 0.758 3.385 2.265
H 0.150 1.712 2.200
H 2.107 0.788 -1.437
H 0.789 -2.766 0.091
H -0.689 -3.108 -0.888
*
```

(8)
DFT (ωB97M-V/def2-TZVPD) results for 3 unconnected molecules or ions with the total composition C17H34N3O4S2 in a non-equilibrium geometry.

The value obtained for the HOMO energy is -6.00 eV. Its gap between HOMO and LUMO is 7.68 eV.

```
! wB97M-V def2-TZVPD RIJCOSX def2/J DEFGRID3
* xyz -1 1
N -4.839 -1.861 1.452
S -3.976 -3.077 2.370
O -4.779 -3.456 3.638
O -3.851 -4.325 1.412
N -2.343 -2.637 2.816
S -2.247 -1.020 3.470
O -0.838 -0.764 4.128
O -3.290 -0.779 4.589
C -2.380 0.186 2.017
C -3.260 1.547 2.162
C -3.247 2.369 0.759
C -2.430 1.798 -0.497
N -1.575 0.590 -0.661
C -1.623 -0.131 0.641
H -5.209 -1.093 2.071
H -4.278 -1.480 0.659
H -3.804 1.829 3.159
H -3.846 3.383 0.665
H -2.513 2.454 -1.495
H -0.972 -1.134 0.649
C 0.066 1.450 -3.997
C 0.895 2.710 -4.181
C 0.071 3.996 -4.089
C -1.015 4.158 -5.158
C -0.522 4.111 -6.606
C 0.446 5.232 -6.950
H -0.686 1.342 -4.783
H 0.711 0.566 -4.034
H -0.443 1.456 -3.027
H 1.429 2.664 -5.137
H 1.666 2.737 -3.401
H 0.753 4.854 -4.130
H -0.408 4.041 -3.102
H -1.526 5.114 -4.989
H -1.778 3.383 -5.023
H -1.391 4.186 -7.272
H -0.053 3.144 -6.821
H -0.016 6.212 -6.783
H 0.735 5.172 -8.004
H 1.361 5.176 -6.352
C 1.038 -2.572 2.250
C 1.456 -3.102 3.611
C 2.653 -2.358 4.209
C 3.954 -2.454 3.404
C 4.464 -3.874 3.148
C 4.810 -4.629 4.421
H 1.830 -2.698 1.506
H 0.157 -3.114 1.889
H 0.781 -1.510 2.307
H 1.668 -4.174 3.540
H 0.609 -3.002 4.299
H 2.826 -2.730 5.226
H 2.393 -1.297 4.318
H 4.731 -1.890 3.936
H 3.825 -1.949 2.440
H 5.365 -3.813 2.525
H 3.730 -4.447 2.570
H 5.574 -4.096 4.997
H 5.203 -5.622 4.177
H 3.932 -4.770 5.061
*
```

(9)
DFT (ωB97M-V/def2-TZVPD) results for 2 unconnected molecules or ions with the total composition C2H7NO in a non-equilibrium geometry.

The value obtained for the HOMO energy (spin up / spin down) is -12.60 / -12.60 eV. The energy relative to the best compared isomer or geometry (same formula, charge and spin) comes out at 1.7549 eV. Its gap between HOMO and LUMO (spin up / spin down) is 7.24 / 3.52 eV.

```
! wB97M-V def2-TZVPD RIJCOSX def2/J DEFGRID3
* xyz 1 2
N -2.479 1.465 1.704
H -1.517 1.232 1.556
H -3.242 0.905 1.335
H -2.503 2.468 1.599
C 1.152 -1.088 -1.723
C 1.926 -0.729 -0.624
O 1.466 -0.681 0.581
H 1.641 -1.311 -2.664
H 0.075 -1.200 -1.751
H 2.986 -0.501 -0.665
H 0.494 -0.559 0.652
*
```

(10)
DFT (ωB97M-V/def2-TZVPD) results for a molecular structure, C3H7OPS2 in a non-equilibrium geometry.

The value obtained for the HOMO energy (spin up / spin down) is -7.93 / -7.36 eV. The energy relative to the best compared isomer or geometry (same formula, charge and spin) comes out at 3.2895 eV. Its gap between HOMO and LUMO (spin up / spin down) is 7.28 / 6.38 eV.

```
! wB97M-V def2-TZVPD RIJCOSX def2/J DEFGRID3
* xyz 0 1
C 1.729 -1.357 -0.417
C 0.820 -1.185 0.762
C -2.464 1.705 -0.277
O 2.447 -0.218 -0.652
P 1.932 1.249 -0.122
S 0.265 0.531 0.802
S -2.110 -0.055 -0.244
H 2.355 -2.233 -0.197
H 1.180 -1.501 -1.385
H 0.012 -1.835 0.999
H 1.363 -1.251 1.767
H -2.331 2.131 0.657
H -3.533 1.904 -0.736
H -1.664 2.113 -0.957
*
```